A.
44
Properties=species:S:1:pos:R:3 method="wB97M-V/def2-TZVPD" homo_energy_ev=-7.92 smiles="NC(=O)c1ccsc1NC(=O)CN1CCN(Cc2ccco2)CC1" spin_multiplicity=1 charge=0 gap_ev=8.57
S -2.940 -2.962 -3.762
O 4.189 1.629 0.707
O -3.199 0.780 -1.082
O -0.237 -2.935 -2.122
N -2.016 -1.669 -1.426
N -5.083 1.289 -2.119
N 1.359 1.258 2.060
N -0.376 -0.740 0.782
C 3.825 1.569 2.025
C 4.843 1.083 2.800
C -4.157 -2.092 -4.662
C 2.486 2.034 2.567
C -0.727 -2.148 -1.316
C 1.029 1.323 0.614
C -0.134 -0.723 2.236
C 0.201 -1.797 -0.089
C 5.462 1.090 0.648
C -3.816 -0.720 -2.749
C -4.010 0.475 -1.940
C -2.880 -1.698 -2.544
C 5.837 0.692 1.891
C 1.183 -0.065 2.634
C -0.311 0.630 0.274
C -4.567 -0.963 -3.999
H 2.265 3.082 2.307
H 1.851 0.877 0.013
H -4.521 -2.501 -5.581
H 6.749 0.118 2.074
H -5.218 2.118 -1.507
H 6.079 0.988 -0.245
H 0.952 2.388 0.370
H -2.241 -0.989 -0.688
H 2.529 1.926 3.668
H 4.782 0.979 3.878
H -0.985 -0.173 2.662
H -0.468 0.603 -0.791
H -5.889 0.926 -2.619
H -5.343 -0.314 -4.382
H -0.200 -1.730 2.695
H 1.270 0.033 3.701
H 2.007 -0.721 2.338
H 1.159 -1.449 -0.508
H -1.136 1.193 0.690
H 0.396 -2.697 0.494

---

B.
44
Properties=species:S:1:pos:R:3 method="wB97M-V/def2-TZVPD" homo_energy_ev=-8.65 smiles="CN1CCN(C(=O)CSc2nnc(COc3ccccc3)o2)CC1" spin_multiplicity=1 charge=0 gap_ev=9.18
S -0.784 1.622 0.234
O 1.723 1.914 -0.590
O -1.722 -1.299 2.139
O 5.325 1.506 -0.338
N -5.051 -0.287 -1.019
N 2.892 1.560 1.233
N 1.590 1.425 1.552
N -3.404 -0.082 1.274
C 5.369 0.138 -0.224
C 5.691 -2.606 0.087
C 4.397 -0.734 -0.693
C 6.507 -0.372 0.397
C 4.170 2.100 -0.853
C -4.199 0.869 -0.818
C 6.664 -1.734 0.550
C -4.226 -1.256 1.056
C 0.921 1.638 0.462
C -4.432 -1.468 -0.442
C 2.959 1.846 -0.020
C -3.989 1.097 0.682
C -5.386 -0.476 -2.413
C 4.564 -2.101 -0.532
C -1.305 1.030 1.888
C -2.159 -0.228 1.768
H -5.892 0.415 -2.781
H -3.720 -2.112 1.503
H -1.831 1.841 2.391
H 4.381 3.176 -0.864
H 7.549 -2.118 1.036
H 5.810 -3.672 0.211
H -3.457 -1.688 -0.914
H -6.063 -1.324 -2.503
H 3.505 -0.375 -1.184
H -4.688 1.744 -1.250
H -0.390 0.783 2.423
H -4.502 -0.664 -3.042
H 3.962 1.778 -1.885
H 7.250 0.323 0.753
H 3.799 -2.770 -0.895
H -5.093 -2.321 -0.601
H -3.213 0.746 -1.302
H -5.194 -1.101 1.540
H -3.365 1.975 0.833
H -4.965 1.265 1.152

---

C.
44
Properties=species:S:1:pos:R:3 method="wB97M-V/def2-TZVPD" homo_energy_ev=-8.25 spin_multiplicity=1 charge=0 gap_ev=8.36
S 0.203 1.444 -1.268
O 3.337 -2.205 -1.370
O 1.432 -0.052 2.360
O -4.007 -0.801 -1.003
N 0.901 -1.713 0.725
N 2.226 -0.318 -1.515
N 2.439 1.787 -0.079
N 1.673 2.778 0.406
C -1.209 -0.780 1.203
C -5.703 -0.872 0.971
C -0.360 3.856 0.037
C -0.831 -2.165 -0.815
C -2.147 -1.921 -1.223
C 1.825 -1.237 1.524
C 3.257 -1.482 1.427
C -2.420 -0.631 0.562
C -2.876 -1.104 -0.459
C 1.691 0.961 -0.755
C -1.606 3.415 0.765
C 3.318 -1.084 -0.988
C -0.412 -1.683 0.619
C 3.899 -0.849 0.418
C -4.980 -0.133 -0.294
C 0.549 2.947 -0.486
H -0.788 -0.179 2.302
H -5.819 0.003 -0.884
H 3.700 -1.159 2.586
H -2.437 -2.471 -2.025
H 5.005 -0.952 0.300
H -2.344 4.152 0.980
H -0.232 -2.666 -1.224
H 1.731 -0.807 -2.237
H -4.826 0.963 0.131
H 3.893 0.220 0.464
H -1.394 2.754 1.836
H -3.077 0.268 1.305
H -2.104 2.461 0.259
H -6.577 -0.402 1.369
H -6.294 -1.845 0.568
H 3.391 -2.713 1.529
H 1.477 -2.541 0.126
H -5.142 -1.036 1.875
H 0.060 4.411 0.648
H -0.811 4.259 -1.017

---

Best to worst by energy: A, B, C.

---

A.
12
Properties=species:S:1:pos:R:3 method="wB97M-V/def2-TZVPD" homo_energy_ev=-9.25 smiles=NN1O[C@@H](O)N1O spin_multiplicity=1 charge=0 gap_ev=9.88
O 0.145 1.487 -0.170
O 0.202 -1.419 -0.176
O 2.182 -0.174 -0.276
N 0.095 0.443 0.811
N -1.894 -0.156 -0.279
N -0.888 -0.546 0.501
C 1.132 -0.580 0.467
H -0.104 2.282 0.318
H -2.598 -0.877 -0.358
H 1.853 0.288 -1.063
H 1.516 -1.015 1.397
H -1.641 0.267 -1.173

---

B.
12
Properties=species:S:1:pos:R:3 method="wB97M-V/def2-TZVPD" homo_energy_ev=-10.26 spin_multiplicity=1 charge=0 gap_ev=11.05
O -1.092 -0.969 -0.758
O 1.124 -0.581 0.301
O 2.690 0.549 -0.553
N 0.541 0.962 -1.015
N 1.500 0.344 -0.516
N -1.243 0.046 1.263
C -0.654 -0.876 0.485
H 0.933 1.474 -1.821
H -0.905 0.235 2.208
H -0.684 -0.165 -1.355
H -1.588 0.914 0.847
H -0.622 -1.933 0.914

---

Best to worst by energy: B, A.

---

A.
19
Properties=species:S:1:pos:R:3 method="wB97M-V/def2-TZVPD" homo_energy_ev=-9.99 smiles="NCC(=O)O.O.O.O" spin_multiplicity=1 charge=0 gap_ev=10.41
O -0.636 -1.344 -1.441
O 2.620 -2.058 1.927
O 0.964 -3.378 -0.078
O -2.496 2.761 0.041
O -1.964 0.628 0.358
N 0.692 1.354 -0.287
C -0.258 2.453 0.052
C -1.652 1.733 0.176
H 0.637 -2.600 -0.530
H 2.556 -2.228 1.036
H -3.476 2.465 0.073
H -0.181 3.165 -0.677
H 2.043 -2.739 2.298
H 0.788 -4.038 -0.811
H 0.085 2.980 0.910
H 1.517 1.367 0.291
H 0.820 1.288 -1.257
H -0.449 -0.553 -0.939
H -1.609 -1.256 -1.141

---

B.
19
Properties=species:S:1:pos:R:3 method="wB97M-V/def2-TZVPD" homo_energy_ev=-9.47 spin_multiplicity=1 charge=0 gap_ev=3.95
O -0.463 1.750 1.374
O -0.005 -1.084 2.399
O 0.740 2.505 -0.481
O -0.747 -2.401 0.301
O 1.092 -2.201 -1.140
N -0.118 0.341 -2.024
C -0.192 0.407 -0.521
C -0.314 1.926 -0.089
H 0.620 -0.335 -2.189
H -0.284 -0.192 2.163
H -0.296 -1.675 1.644
H 1.188 -2.892 -1.815
H -1.045 -0.191 -0.180
H 0.747 0.025 -0.114
H 0.240 2.243 1.823
H 0.195 1.189 -2.492
H -1.415 -3.094 0.204
H -1.286 2.307 -0.413
H 0.090 -2.391 -0.728

---

Best to worst by energy: A, B.

---

A.
9
Properties=species:S:1:pos:R:3 method="wB97M-V/def2-TZVPD" homo_energy_ev=-2.22 smiles="O=C=C([O-])NC=O" spin_multiplicity=1 charge=-1 gap_ev=6.32
O 1.929 0.089 0.117
O -3.151 1.498 -0.110
O -2.242 -1.723 0.070
N -0.142 -0.548 0.103
C -2.443 0.590 0.224
C 0.756 0.357 -0.110
C -1.724 -0.594 -0.076
H 0.237 -1.338 0.554
H 0.501 1.308 -0.547

---

B.
9
Properties=species:S:1:pos:R:3 method="wB97M-V/def2-TZVPD" homo_energy_ev=-3.37 spin_multiplicity=1 charge=-1 gap_ev=7.56
O 0.469 1.215 -0.221
O 0.834 -0.755 0.829
O -2.258 -0.819 -2.501
N -0.862 -0.724 -0.661
C 1.556 1.670 -0.511
C 0.185 -0.189 -0.037
C -1.326 -0.156 -2.202
H -0.830 -1.793 -0.658
H 2.484 0.965 -0.719

---

C.
9
Properties=species:S:1:pos:R:3 method="wB97M-V/def2-TZVPD" homo_energy_ev=-4.58 smiles="O=C/N=C(/[O-])C=O" spin_multiplicity=1 charge=-1 gap_ev=8.85
O 1.810 -1.743 0.512
O 2.773 1.107 -0.052
O -0.834 -0.716 0.456
N 0.489 1.173 0.532
C -0.594 0.465 0.660
C 1.488 -0.875 -0.264
C 1.607 0.561 0.128
H 1.075 -1.132 -1.339
H -1.305 1.282 1.022

---

D.
9
Properties=species:S:1:pos:R:3 method="wB97M-V/def2-TZVPD" homo_energy_ev=-4.40 spin_multiplicity=1 charge=-1 gap_ev=8.71
O 0.931 0.973 -1.627
O -2.252 0.485 0.007
O -0.312 -2.116 0.876
N 0.289 0.096 0.496
C 0.101 -1.202 0.170
C 0.925 0.873 -0.361
C -1.612 0.554 0.930
H 0.554 -1.375 -0.761
H 1.377 1.712 0.270

---

Best to worst by energy: C, D, A, B.

---

A.
21
Properties=species:S:1:pos:R:3 method="wB97M-V/def2-TZVPD" homo_energy_ev=-2.32 smiles=C[C@@H](C[S-])NCCN spin_multiplicity=1 charge=-1 gap_ev=5.86
S -2.436 2.489 0.687
N 0.262 -0.540 0.259
N 2.467 0.496 -1.399
C 1.261 -0.080 -1.984
C 0.521 -1.051 -1.034
C -0.853 1.574 0.953
C -1.015 0.085 0.634
C -1.583 -0.685 1.810
H -2.412 -0.162 2.287
H 0.581 0.721 -2.245
H -0.390 -1.374 -1.552
H 3.088 -0.273 -1.140
H -1.999 -1.652 1.463
H 1.137 -1.954 -1.009
H -0.516 1.762 1.970
H 0.853 -0.697 1.057
H 1.581 -0.613 -2.884
H -1.773 0.018 -0.140
H -0.844 -0.956 2.572
H 2.215 0.936 -0.517
H -0.146 1.958 0.213

---

B.
21
Properties=species:S:1:pos:R:3 method="wB97M-V/def2-TZVPD" homo_energy_ev=-2.38 smiles=CN(C)C[C@H](N)C[S-] spin_multiplicity=1 charge=-1 gap_ev=6.05
S 1.153 -1.191 -2.454
N 2.336 -1.056 0.599
N -1.075 0.505 0.275
C -1.370 1.056 -1.045
C 0.421 0.397 0.395
C -1.474 1.419 1.345
C 0.897 -1.054 0.354
C 0.473 -1.854 -0.886
H -0.932 2.032 -1.273
H 0.690 -2.927 -0.870
H 0.359 -1.519 1.205
H -0.579 -1.632 -1.031
H -0.986 0.292 -1.734
H 2.849 -0.436 -0.008
H 0.848 1.024 -0.395
H 2.642 -1.976 0.298
H -0.845 2.326 1.478
H -1.260 0.879 2.283
H 0.827 0.804 1.321
H -2.537 1.647 1.363
H -2.439 1.264 -1.222

---

C.
21
Properties=species:S:1:pos:R:3 method="wB97M-V/def2-TZVPD" homo_energy_ev=-2.25 smiles=C[C@H](N)CNCC[S-] spin_multiplicity=1 charge=-1 gap_ev=5.53
S -4.192 -1.978 0.879
N 2.305 -0.236 0.373
N -0.485 -0.164 0.666
C 2.173 1.491 -1.476
C 1.485 0.930 -0.258
C 0.075 0.371 -0.574
C -1.670 -0.970 0.328
C -2.643 -1.286 1.437
H -1.269 -1.993 0.171
H 1.509 1.737 0.601
H 1.787 -0.555 1.253
H -3.020 -0.333 1.944
H 2.936 2.305 -1.085
H 1.449 2.145 -2.087
H 2.188 -0.974 -0.269
H -2.079 -0.619 -0.659
H -0.638 0.632 1.205
H -2.141 -1.811 2.186
H -0.605 0.998 -1.158
H 2.724 0.803 -2.178
H 0.114 -0.491 -1.299

---

D.
21
Properties=species:S:1:pos:R:3 method="wB97M-V/def2-TZVPD" homo_energy_ev=-2.39 spin_multiplicity=1 charge=-1 gap_ev=5.20
S -0.851 1.414 4.081
N 1.157 0.417 -2.706
N 0.308 -2.245 -2.798
C -0.677 2.075 0.989
C -0.296 0.641 1.371
C 1.185 -0.232 -1.601
C 0.461 -1.617 -1.480
C -0.836 0.163 2.753
H -0.234 2.309 0.013
H -0.229 2.713 1.739
H -1.764 2.187 0.983
H 1.070 -2.259 -0.848
H 0.125 0.347 -2.217
H -0.659 -0.077 0.636
H -0.170 -0.626 3.073
H 1.422 0.211 -0.618
H 0.800 0.620 1.463
H 0.448 -1.492 -3.470
H -1.855 -0.197 2.598
H 1.095 -2.858 -2.976
H -0.502 -1.494 -0.985

---

Best to worst by energy: A, B, C, D.

---

A.
10
Properties=species:S:1:pos:R:3 method="wB97M-V/def2-TZVPD" homo_energy_ev=-11.02 smiles=C#C[C@@H](F)C(F)(F)F spin_multiplicity=1 charge=0 gap_ev=11.77
F -0.380 1.417 1.095
F -1.644 -0.270 1.061
F 1.914 -0.230 0.428
F -0.152 -0.121 2.576
C 0.611 -0.551 0.271
C 0.135 0.065 -1.318
C -0.384 0.059 1.247
C -0.137 0.614 -2.367
H -0.596 0.734 -3.305
H 0.633 -1.718 0.313

---

B.
10
Properties=species:S:1:pos:R:3 method="wB97M-V/def2-TZVPD" homo_energy_ev="-9.34 / -9.39" spin_multiplicity=1 charge=0 gap_ev="7.70 / 7.70"
F -3.367 0.028 -0.381
F 2.206 1.725 -0.476
F -2.478 -1.688 0.331
F 0.717 1.594 1.079
C 1.181 -0.512 -0.130
C -2.339 -0.353 0.359
C 1.195 0.977 -0.009
C 0.193 0.250 -0.845
H 1.972 -1.008 -0.778
H 0.721 -1.013 0.851

---

C.
10
Properties=species:S:1:pos:R:3 method="wB97M-V/def2-TZVPD" homo_energy_ev="-8.93 / -9.13" spin_multiplicity=1 charge=0 gap_ev="7.61 / 7.80"
F -0.762 1.540 -1.863
F -0.499 1.606 0.298
F -1.527 -0.418 2.240
F -0.591 -2.138 1.900
C -0.224 0.874 -0.794
C 1.040 0.036 -0.856
C -0.284 -0.570 -0.435
C -0.519 -0.897 1.672
H 1.412 -0.050 -1.941
H 1.954 0.018 -0.220

---

Best to worst by energy: A, C, B.